(1)
The following is a quantum chemistry calculation of a 8-piece molecular cluster, C53H46BBrFN2O18 overall at a distorted geometry, from OMol25.

Geometry as ORCA input:
```
! RIJCOSX wB97M-V def2-TZVPD def2/J DEFGRID3
* xyz 1 1
C -0.056 -2.116 2.424
B -0.683 -1.347 1.090
O -1.814 -2.068 0.405
C -0.207 0.114 0.512
C 1.271 0.717 0.859
C 1.368 1.623 2.220
O 0.563 1.281 3.244
N 2.324 2.781 2.444
C 3.703 2.326 2.864
C 2.349 3.752 1.285
C -0.190 0.012 -1.137
C -0.707 1.538 -1.452
O -0.894 1.959 -2.864
N -1.824 1.790 -0.455
F -2.833 2.640 -0.761
C -1.553 1.032 0.658
C -2.656 1.206 1.867
C -2.368 2.546 2.823
O -1.680 3.614 2.409
Br -3.130 2.539 4.672
H -0.969 -2.738 2.877
H 0.238 -1.319 3.230
H 0.807 -2.865 2.141
H -2.241 -2.696 1.059
H 1.988 -0.220 1.036
H 1.762 1.293 -0.064
H 3.888 2.790 3.948
H 4.582 2.708 2.190
H 3.773 1.147 3.001
H 1.891 4.776 1.693
H 3.427 4.027 0.896
H 1.723 3.432 0.350
H -1.025 -0.642 -1.637
H 0.878 -0.238 -1.609
H 0.105 2.335 -1.092
H -0.303 2.782 -2.997
H -2.684 0.297 2.627
H -3.741 1.397 1.408
C 0.687 -5.108 -1.256
C 0.541 -6.421 -1.453
C 1.604 -7.375 -1.077
O 1.473 -8.577 -1.259
C 2.832 -6.820 -0.474
C 2.977 -5.506 -0.277
C 1.915 -4.553 -0.653
O 2.046 -3.350 -0.471
H -0.083 -4.395 -1.527
H -0.354 -6.844 -1.894
H 3.601 -7.533 -0.203
H 3.872 -5.084 0.164
C -6.326 1.414 6.418
C -7.135 1.522 7.477
C -8.109 0.464 7.808
O -8.851 0.563 8.776
C -8.155 -0.718 6.924
C -7.347 -0.826 5.865
C -6.372 0.232 5.534
O -5.631 0.133 4.566
H -5.606 2.182 6.161
H -7.112 2.383 8.135
H -8.875 -1.485 7.181
H -7.369 -1.686 5.207
C -6.389 3.640 -0.857
C -5.360 4.484 -0.980
C -5.570 5.904 -1.325
O -4.629 6.676 -1.440
C -6.961 6.355 -1.528
C -7.991 5.511 -1.405
C -7.780 4.091 -1.060
O -8.722 3.319 -0.945
H -6.252 2.596 -0.605
H -4.334 4.168 -0.834
H -7.098 7.400 -1.780
H -9.017 5.827 -1.551
C 3.811 -10.488 -1.887
C 3.665 -11.801 -2.084
C 4.728 -12.755 -1.708
O 4.597 -13.957 -1.890
C 5.956 -12.200 -1.105
C 6.101 -10.886 -0.908
C 5.039 -9.933 -1.284
O 5.170 -8.731 -1.102
H 3.041 -9.775 -2.158
H 2.770 -12.224 -2.525
H 6.725 -12.913 -0.834
H 6.996 -10.464 -0.467
C 1.411 10.017 1.273
C 1.265 8.703 1.076
C 2.328 7.750 1.452
O 2.197 6.547 1.270
C 3.556 8.304 2.056
C 3.701 9.618 2.253
C 2.639 10.572 1.877
O 2.770 11.774 2.059
H 0.641 10.730 1.003
H 0.370 8.281 0.635
H 4.325 7.592 2.326
H 4.596 10.041 2.694
C -5.265 8.172 -4.597
C -4.511 8.029 -5.691
C -5.107 8.052 -7.041
O -4.418 7.919 -8.043
C -6.568 8.240 -7.135
C -7.323 8.382 -6.041
C -6.726 8.360 -4.691
O -7.416 8.492 -3.690
H -4.844 8.157 -3.599
H -3.437 7.891 -5.638
H -6.990 8.254 -8.133
H -8.396 8.520 -6.094
C 11.220 -9.127 -1.373
C 11.646 -8.498 -2.472
C 10.741 -8.247 -3.611
O 11.131 -7.673 -4.618
C 9.347 -8.716 -3.487
C 8.920 -9.345 -2.387
C 9.826 -9.596 -1.249
O 9.436 -10.170 -0.241
H 11.871 -9.320 -0.529
H 12.666 -8.147 -2.578
H 8.696 -8.523 -4.331
H 7.901 -9.696 -2.282
*
```

Calculated values
LUMO: -4.7 eV
HOMO level: -11.43 eV
molar mass: 1108.66 g/mol
E_tot: -168954.889 eV
HOMO-LUMO gap: 0.2477 Ha

Here are the Mulliken charges for atoms 1 to 4, given in e: -0.8380, 0.7496, -0.7349, 1.4958

=====

(2)
The following is a quantum chemistry calculation of C21H43AgN7P2 as an isolated structure, from OMol25.

Geometry as ORCA input:
```
! RIJCOSX wB97M-V def2-TZVPD def2/J DEFGRID3
* xyz 1 1
Ag 1.760 -0.393 -2.118
N 0.302 0.076 -0.698
P 0.133 -0.874 0.518
N -0.441 -0.037 1.850
C -0.702 1.401 1.775
C 0.082 2.151 2.844
C -0.302 1.664 4.256
C -1.070 0.342 4.200
C -0.453 -0.624 3.199
N -0.877 -2.179 0.192
C -2.026 -1.866 -0.671
C -2.936 -3.078 -0.797
C -3.549 -3.452 0.560
C -2.546 -3.200 1.699
C -1.120 -3.252 1.166
N 1.481 -1.684 1.134
C 2.536 -0.814 1.657
C 3.470 -1.596 2.570
C 4.072 -2.784 1.825
C 2.969 -3.634 1.202
C 2.041 -2.778 0.350
H -1.775 1.603 1.891
H -0.410 1.726 0.779
H -0.088 3.226 2.744
H 1.146 1.986 2.658
H -0.912 2.412 4.765
H 0.597 1.538 4.862
H -2.113 0.521 3.928
H -1.085 -0.133 5.182
H -1.021 -1.554 3.204
H 0.564 -0.876 3.524
H -1.653 -1.559 -1.648
H -2.606 -1.020 -0.269
H -2.354 -3.913 -1.195
H -3.720 -2.872 -1.528
H -3.854 -4.500 0.546
H -4.455 -2.867 0.730
H -2.676 -3.930 2.500
H -2.716 -2.213 2.137
H -0.950 -4.225 0.689
H -0.385 -3.172 1.964
H 2.079 0.022 2.187
H 3.114 -0.383 0.823
H 2.902 -1.950 3.435
H 4.255 -0.935 2.943
H 4.694 -3.384 2.489
H 4.727 -2.412 1.029
H 2.377 -4.114 1.987
H 3.395 -4.428 0.585
H 1.232 -3.373 -0.068
H 2.623 -2.373 -0.505
C -1.304 3.310 -4.588
N -1.458 2.544 -3.273
C -1.039 3.471 -2.116
N 0.270 3.977 -2.330
C 0.360 4.673 -3.608
N 0.021 3.803 -4.736
C 1.016 2.742 -4.950
P 1.175 1.621 -3.468
C -0.643 1.285 -3.273
C 1.291 2.942 -2.177
H -2.017 4.134 -4.550
H -1.570 2.624 -5.391
H -2.440 2.299 -3.143
H -1.088 2.874 -1.206
H -1.774 4.276 -2.101
H 1.372 5.052 -3.741
H -0.331 5.516 -3.602
H 1.980 3.206 -5.160
H 0.741 2.164 -5.834
H -0.776 0.782 -2.306
H -1.006 0.652 -4.084
H 2.281 3.400 -2.223
H 1.182 2.420 -1.220
*
```

Calculated values
LUMO: -2.6 eV
HOMO level: -10.03 eV
energy above the lowest of the compared OMol25 structures with the same formula, charge and spin: 0.0 kJ/mol
molar mass: 563.44 g/mol
E_tot: -55476.537 eV
HOMO-LUMO gap: 0.2716 Ha

Here are the Mulliken charges for atoms 1 to 4, given in e: -0.3471, 0.0476, -1.0232, 0.8165

=====

E_tot of number 2 (C21H43AgN7P2)? -55476.537 eV